Entry 1:
This record from OMol25 describes C41H40AsClN8O4RuS2 as an isolated structure. The level of theory is wB97M-V/def2-TZVPD.

```
98
Properties=species:S:1:pos:R:3:mulliken_charge:R:1
Ru -1.7456 0.9810 1.2017 -0.30
Cl -6.1568 3.2282 5.9995 -0.29
C -4.9834 2.2648 5.1634 0.33
C -5.2844 0.9237 4.8992 -0.77
C -4.3765 0.1433 4.2401 -0.42
C -3.1277 0.6571 3.7881 0.53
O -2.2973 -0.1021 3.1965 -0.55
C -2.8679 2.0620 4.0463 0.66
C -1.7005 2.6768 3.5560 0.11
N -0.8950 2.0651 2.7147 0.67
C 0.3813 2.4444 2.4041 0.65
C 1.0740 3.5083 2.9980 -1.13
C 2.3575 3.8061 2.5748 -1.01
C 2.9898 3.0004 1.6535 -1.56
C 2.4070 1.8117 1.1459 2.27
C 3.2547 0.9451 0.4612 -1.53
C 3.1070 -0.5055 0.3027 -0.08
C 1.6454 -1.0550 0.2555 0.38
N 0.1616 0.7292 0.8601 1.21
C 1.0105 1.6066 1.4397 -0.32
C -3.8047 2.8283 4.7587 -1.26
H -6.2397 0.5254 5.2095 0.40
H -4.6024 -0.8888 4.0060 0.39
H -1.4932 3.7011 3.8679 0.17
H 0.6038 4.1167 3.7530 0.41
H 2.8735 4.6608 2.9882 0.39
H 4.0015 3.2310 1.3564 0.43
H 4.2455 1.3198 0.2411 0.20
H 3.7436 -0.8692 -0.5068 0.85
H 1.6081 -1.9048 -0.4294 0.36
H -3.5990 3.8748 4.9303 0.39
O -3.8421 3.8872 1.8156 -0.71
S -3.8316 2.8020 0.8708 1.51
O -4.8958 2.8557 -0.1301 -0.89
O -3.8240 1.4606 1.4926 -0.59
S -2.0620 2.9086 -0.1489 -0.42
N -5.0639 0.2421 -0.8968 -0.83
N -4.1697 -0.4435 -0.1418 0.81
N -4.5156 -1.3516 0.7447 -1.19
C -3.3491 -1.7525 1.2096 -0.71
N -2.3288 -1.1332 0.6097 0.83
N -2.8657 -0.2898 -0.2614 -0.20
H -5.9934 -0.0309 -0.5929 0.35
H -4.9609 1.2733 -0.7499 0.38
H -3.2282 -2.4996 1.9685 0.52
C -0.7415 -5.8505 -4.3766 -1.67
C -0.6954 -4.5232 -3.6788 0.79
C -0.7468 -3.3282 -4.3811 -1.06
C -0.6513 -2.1047 -3.7372 0.34
C -0.7359 -0.8540 -4.5648 -1.75
C -0.4660 -2.0360 -2.3406 -0.42
As -0.2862 -0.1420 -1.6774 2.21
N 0.5569 -0.1970 -0.0530 0.69
C 1.8033 -1.4176 1.6987 -1.32
C 1.0450 -1.2208 2.8087 -0.44
C 1.7104 -0.9683 4.0187 -1.01
C 3.0836 -0.6530 4.0169 -0.26
C 3.8602 -0.7326 2.9049 -1.05
C 3.2923 -1.3099 1.6634 0.13
C 1.4777 0.3695 -2.5729 0.47
C 2.5860 -0.4137 -2.9108 0.74
C 2.5525 -1.9083 -3.0611 -1.89
C 3.8031 0.1945 -3.2124 -0.74
C 3.9649 1.5662 -3.2010 0.73
C 5.2966 2.2043 -3.4637 -1.69
C 2.8488 2.3429 -2.9326 -0.90
C 1.6259 1.7681 -2.6325 0.15
C 0.4607 2.6759 -2.4000 -1.61
C -0.5148 -3.2390 -1.6212 1.85
C -0.4558 -3.3431 -0.1237 -1.07
C -0.6106 -4.4499 -2.3010 -0.95
H -0.8198 -5.7182 -5.4531 0.36
H -1.5943 -6.4332 -4.0304 0.35
H 0.1625 -6.4197 -4.1611 0.33
H -0.8519 -3.3509 -5.4575 0.30
H -0.9967 -1.0940 -5.5926 0.48
H 0.2208 -0.3265 -4.5524 0.30
H -1.4883 -0.1784 -4.1459 0.32
H -0.0386 -1.1897 2.7698 0.29
H 1.1408 -0.8734 4.9273 0.44
H 3.5247 -0.3015 4.9399 0.39
H 4.8963 -0.4300 2.9184 0.40
H 3.7966 -2.2597 1.4253 0.40
H 1.8077 -2.3727 -2.4270 0.12
H 3.5281 -2.3375 -2.8408 0.46
H 2.3014 -2.1570 -4.0930 0.42
H 4.6506 -0.4313 -3.4636 0.36
H 6.0077 1.4792 -3.8530 0.39
H 5.7000 2.6238 -2.5411 0.30
H 5.2021 3.0177 -4.1814 0.36
H 2.9325 3.4213 -2.9559 0.39
H 0.7158 3.7025 -2.6477 0.48
H 0.1377 2.6541 -1.3567 -0.24
H -0.3929 2.3652 -3.0053 0.33
H -0.5708 -2.3777 0.3549 -1.03
H 0.4821 -3.8014 0.1917 0.44
H -1.2644 -3.9877 0.2216 0.72
H -0.6133 -5.3672 -1.7253 0.45
```

Output
- LUMO energy (alpha / beta) (hartree) = 0.048 / 0.049
- total charge = -1
- HOMO-LUMO gap (alpha / beta) (eV) = 5.11 / 5.12
- DFT total energy (Ha) = -5912.49013
- spin multiplicity = 2

Entry 2:
This record from OMol25 describes C16H22Cl2O2OsSe as an isolated structure. The level of theory is wB97M-V/def2-TZVPD.

```
44
Properties=species:S:1:pos:R:3:mulliken_charge:R:1
C -1.0672 2.1755 0.1095 0.71
C -0.5854 2.3304 -1.2361 1.01
C 0.8789 2.2232 -1.1884 0.15
C -1.3653 2.6145 -2.4646 -1.77
C 1.2443 2.0150 0.1950 0.62
C 0.0608 1.9892 0.9790 0.35
C 0.0046 1.9156 2.4585 -1.64
C -2.4705 2.3334 0.5638 -1.59
C 1.8278 2.4400 -2.3221 -1.41
C 2.6478 1.9707 0.6925 -2.11
Os 0.0139 0.4087 -0.6946 1.77
Cl 0.5923 -0.5147 -2.5480 -0.45
Cl -2.1723 -0.4721 -1.2697 -0.59
O 1.3863 -0.6529 0.3410 -0.85
H -2.4185 2.3756 -2.3069 0.34
H -0.9930 2.0219 -3.3089 0.32
H -1.2820 3.6756 -2.7353 0.28
H 1.3604 2.1835 -3.2732 0.30
H 2.7234 1.8337 -2.1779 0.36
H 2.1252 3.4923 -2.3559 0.33
H 3.3181 1.5197 -0.0551 0.34
H 2.6998 1.3840 1.6174 0.46
H 3.0154 2.9877 0.9071 0.25
H 0.9745 1.6026 2.8637 0.36
H -0.7555 1.1876 2.7691 0.35
H -0.2433 2.8974 2.8964 0.29
H -3.1730 2.2399 -0.2740 0.34
H -2.6282 3.3227 1.0251 0.27
H -2.7063 1.5684 1.3165 0.32
H 1.7931 -1.2571 -0.3242 0.03
O -1.2766 -0.8625 1.7094 -0.53
H -0.3148 -1.2432 1.5837 0.34
Se 2.5778 -3.1081 -1.5652 -0.51
C 1.1440 -3.8023 -0.6827 -0.21
C 1.3147 -4.3926 0.6004 -0.28
C 0.4054 -5.3393 1.0672 -0.51
C -0.7677 -5.6073 0.3032 -0.21
C -1.0454 -4.8700 -0.8370 -0.55
C -0.1430 -3.9168 -1.3098 -0.22
H 2.2213 -4.1556 1.1393 0.33
H 0.6019 -5.8504 1.9909 0.34
H -1.4606 -6.3987 0.6521 0.27
H -1.9833 -5.0124 -1.3862 0.28
H -0.3279 -3.3192 -2.1834 0.32
```

Output
- LUMO energy (alpha / beta) (hartree) = 0.166 / 0.165
- total charge = -2
- HOMO-LUMO gap (alpha / beta) (eV) = 3.12 / 4.71
- DFT total energy (Ha) = -4185.72289
- spin multiplicity = 5

Entry 3:
This record from OMol25 describes C11H18Cl2O4W as an isolated structure. The level of theory is wB97M-V/def2-TZVPD.

```
36
Properties=species:S:1:pos:R:3:mulliken_charge:R:1
C 2.2071 -1.1734 1.1225 1.13
C 2.2608 0.2108 0.7428 0.96
C 1.9077 0.3037 -0.6466 0.70
C 2.7362 1.3139 1.6209 -1.75
C 1.6291 -1.0130 -1.1277 0.85
C 1.7814 -1.9327 -0.0299 -0.57
C 1.3555 -3.3360 0.0035 -1.63
C 2.5684 -1.7461 2.4457 -1.38
C 2.0157 1.5060 -1.5111 -1.61
C 1.2838 -1.3849 -2.5241 -1.43
W -0.0040 -0.5332 0.6146 1.12
Cl -0.4344 1.9014 0.5485 -0.36
Cl -0.3855 -0.2383 2.9416 -0.29
O -1.0640 -0.6914 -0.8037 -0.61
H 2.2724 1.2618 2.6131 0.37
H 2.4981 2.2899 1.1877 0.32
H 3.8254 1.2545 1.7561 0.34
H 1.9934 2.4298 -0.9301 0.34
H 1.1941 1.5432 -2.2325 0.31
H 2.9533 1.4762 -2.0800 0.35
H 0.6870 -0.6035 -3.0094 0.36
H 0.7115 -2.3168 -2.5348 0.37
H 2.1954 -1.5331 -3.1186 0.32
H 1.1803 -3.7479 -0.9923 0.44
H 0.2767 -3.2668 0.6306 0.33
H 2.0260 -3.9572 0.5965 0.42
H 2.4350 -1.0187 3.2535 0.36
H 3.6155 -2.0814 2.4637 0.32
H 1.9332 -2.6137 2.6576 0.37
H -1.4579 0.2510 -1.9739 0.44
O -0.5281 -2.5797 1.3087 -0.70
H -1.4241 -2.7831 0.9700 0.28
O -1.6767 3.0935 -3.2433 -0.55
C -1.7225 2.1509 -2.4724 0.30
O -1.4989 0.8802 -2.7987 -0.48
H -1.9353 2.2979 -1.3906 0.26
```

Output
- LUMO energy (hartree) = -0.063
- HOMO-LUMO gap (eV) = 7.49
- DFT total energy (Ha) = -1718.46055

Entry 4:
This record from OMol25 describes C4H7NO as an isolated structure. The level of theory is wB97M-V/def2-TZVPD.

```
13
Properties=species:S:1:pos:R:3:mulliken_charge:R:1
C -1.0386 -0.1851 1.0717 -1.30
C -0.2275 -0.7847 -0.0560 0.38
N -0.4288 -0.1536 -1.4079 -0.49
C 1.1277 -0.3412 -0.3620 -0.58
C 1.4452 1.0105 0.0626 0.20
O 1.3966 2.0692 -0.5402 -0.53
H -1.0055 0.9069 1.0321 0.32
H -0.6079 -0.5154 2.0248 0.30
H -2.0813 -0.5146 1.0364 0.37
H -0.3804 -1.8669 -0.1359 0.38
H -0.5179 -0.9025 -2.0883 0.29
H 0.4387 0.3366 -1.7277 0.30
H 1.8797 0.9410 1.0903 0.35
```

Output
- LUMO energy (hartree) = 0.017
- HOMO-LUMO gap (eV) = 9.43
- DFT total energy (Ha) = -286.46162